<1>
Formula: C2H8ClN2OP
Source: the OMol25 dataset
Level of theory: ωB97M-V with the def2-TZVPD basis set

Its SMILES is CNP(=O)(Cl)NC. The calculation puts the molar mass at 142.526 g/mol. For the HOMO energy, the calculation gives -9.53 eV. The gap between HOMO and LUMO is 10.19 eV.

Geometry as ORCA input:
```
! RIJCOSX wB97M-V def2-TZVPD def2/J DEFGRID3
* xyz 0 1
C 0.45 2.41 -0.03
N -0.69 1.60 0.53
P -0.85 0.07 -0.11
O -0.62 0.00 -1.57
Cl -2.66 -0.41 0.41
N 0.51 -1.20 0.55
C 0.46 -2.31 -0.45
H 1.46 2.17 0.42
H 0.42 1.99 -1.02
H 0.23 3.44 0.13
H -0.57 1.63 1.59
H 0.34 -1.51 1.48
H 1.52 -2.82 -0.43
H -0.19 -3.23 -0.23
H 0.19 -1.80 -1.28
*
```

=====

<2>
Formula: C2H8ClN2OP
Source: the OMol25 dataset
Level of theory: ωB97M-V with the def2-TZVPD basis set

Its SMILES is C[C@@H](Cl)P(N)(N)=O. The calculation puts the molar mass at 142.526 g/mol. For the HOMO energy, the calculation gives -9.68 eV. The gap between HOMO and LUMO is 10.14 eV.

Geometry as ORCA input:
```
! RIJCOSX wB97M-V def2-TZVPD def2/J DEFGRID3
* xyz 0 1
C 1.86 -1.01 -0.10
C 0.30 -1.02 0.10
Cl -0.09 -1.71 1.65
P -0.51 0.98 -0.03
N -1.32 1.05 -1.51
N -1.88 0.92 1.06
O 0.46 2.05 0.21
H 2.25 -0.42 0.91
H 2.19 -0.44 -1.06
H 2.44 -2.05 -0.08
H -0.09 -1.73 -0.65
H -0.76 0.95 -2.34
H -2.15 0.42 -1.40
H -2.73 0.56 0.60
H -2.14 1.91 1.23
*
```

=====

<2> wins, 0.067 eV ahead of the next structure.

=====

<1>
Formula: C4H7FS
Source: the OMol25 dataset
Level of theory: ωB97M-V with the def2-TZVPD basis set

Its SMILES is CS/C=C\CF. The calculation puts the molar mass at 106.165 g/mol. For the HOMO energy, the calculation gives -8.43 eV. The gap between HOMO and LUMO is 9.33 eV.

Geometry as ORCA input:
```
! RIJCOSX wB97M-V def2-TZVPD def2/J DEFGRID3
* xyz 0 1
C -1.17 -2.01 -1.38
S -1.23 -0.73 -0.16
C 0.27 0.21 -0.44
C 0.92 1.09 0.33
C 0.51 1.56 1.75
F 1.50 2.46 2.07
H -0.12 -1.93 -1.73
H -1.43 -2.99 -1.00
H -1.76 -1.87 -2.30
H 0.70 0.02 -1.41
H 1.84 1.49 0.03
H -0.52 2.02 1.80
H 0.50 0.68 2.45
*
```

=====

<2>
Formula: C4H7FS
Source: the OMol25 dataset
Level of theory: ωB97M-V with the def2-TZVPD basis set

Its SMILES is FC[C@@H]1CCS1. The calculation puts the molar mass at 106.165 g/mol. For the HOMO energy, the calculation gives -8.59 eV. The gap between HOMO and LUMO is 9.33 eV.

Geometry as ORCA input:
```
! RIJCOSX wB97M-V def2-TZVPD def2/J DEFGRID3
* xyz 0 1
F -0.09 -0.26 1.82
C -0.15 0.95 1.31
C -0.32 0.91 -0.15
C -1.26 -0.04 -0.83
C -0.44 -1.24 -1.09
S 1.19 -0.15 -0.64
H 0.84 1.17 1.62
H -1.04 1.48 1.85
H -0.18 1.88 -0.72
H -1.73 0.56 -1.60
H -2.23 -0.23 -0.16
H -0.44 -1.46 -2.17
H -0.34 -2.07 -0.35
*
```

=====

<3>
Formula: C4H7FS
Source: the OMol25 dataset
Level of theory: ωB97M-V with the def2-TZVPD basis set

Its SMILES is C=C(F)CSC. The calculation puts the molar mass at 106.165 g/mol. For the HOMO energy, the calculation gives -8.84 eV. The gap between HOMO and LUMO is 9.81 eV.

Geometry as ORCA input:
```
! RIJCOSX wB97M-V def2-TZVPD def2/J DEFGRID3
* xyz 0 1
C 2.40 -0.89 0.09
C 1.49 0.10 0.21
F 1.74 1.28 -0.38
C 0.04 -0.13 0.63
S -1.33 -0.60 -0.48
C -2.51 0.57 0.28
H 3.34 -0.64 -0.31
H 2.18 -1.84 0.44
H -0.06 -0.63 1.53
H -0.14 0.94 0.83
H -1.91 1.18 0.99
H -3.24 0.03 0.88
H -3.06 1.17 -0.55
*
```

=====

<4>
Formula: C4H7FS
Source: the OMol25 dataset
Level of theory: ωB97M-V with the def2-TZVPD basis set

Its SMILES is FC1(CS)CC1. The calculation puts the molar mass at 106.165 g/mol. For the HOMO energy, the calculation gives -9.20 eV. The gap between HOMO and LUMO is 10.20 eV.

Geometry as ORCA input:
```
! RIJCOSX wB97M-V def2-TZVPD def2/J DEFGRID3
* xyz 0 1
F -0.07 -1.53 -0.30
C -0.63 -0.26 -0.31
C 0.40 0.73 -0.67
S 1.83 0.68 0.48
C -2.08 -0.21 -0.58
C -1.54 0.02 0.85
H 0.75 0.49 -1.67
H -0.01 1.74 -0.61
H 2.05 -0.59 0.49
H -2.55 -1.18 -0.75
H -2.54 0.67 -1.02
H -1.61 -0.77 1.67
H -1.59 0.98 1.27
*
```

=====

<4> wins, 0.166 eV ahead of the next structure.

=====

<1>
Formula: C2H3ClO2
Source: the OMol25 dataset
Level of theory: ωB97M-V with the def2-TZVPD basis set

The calculation puts the molar mass at 94.497 g/mol. For the HOMO energy, the calculation gives -9.45 eV. The gap between HOMO and LUMO is 9.42 eV.

Geometry as ORCA input:
```
! RIJCOSX wB97M-V def2-TZVPD def2/J DEFGRID3
* xyz 0 1
C 0.35 -0.32 0.89
C -0.34 0.40 -0.98
O 1.01 -0.62 -0.21
O -0.54 0.68 0.41
Cl -0.05 1.64 -2.03
H -0.33 -1.18 1.34
H 0.91 -0.16 1.77
H -1.00 -0.43 -1.20
*
```

=====

<2>
Formula: C2H3ClO2
Source: the OMol25 dataset
Level of theory: ωB97M-V with the def2-TZVPD basis set

Its SMILES is O=C[C@@H](O)Cl. The calculation puts the molar mass at 94.497 g/mol. For the HOMO energy, the calculation gives -10.01 eV. The gap between HOMO and LUMO is 10.47 eV.

Geometry as ORCA input:
```
! RIJCOSX wB97M-V def2-TZVPD def2/J DEFGRID3
* xyz 0 1
O -1.23 -1.53 -1.29
C -0.82 -0.89 -0.35
C 0.17 0.47 -0.09
O 0.58 0.36 1.21
Cl 1.53 0.46 -1.25
H -1.12 -1.16 0.68
H -0.44 1.36 -0.29
H 1.33 0.94 1.38
*
```

=====

<2> wins, 2.279 eV ahead of the next structure.

=====

<1>
Formula: C5H14N3
Source: the OMol25 dataset
Level of theory: ωB97M-V with the def2-TZVPD basis set

The calculation puts the molar mass at 116.188 g/mol. For the HOMO energy, the calculation gives -12.65 eV. The gap between HOMO and LUMO is 9.21 eV.

Geometry as ORCA input:
```
! RIJCOSX wB97M-V def2-TZVPD def2/J DEFGRID3
* xyz 1 1
C -1.36 -1.28 0.54
C 0.14 -2.65 -2.19
C -1.98 0.86 1.54
C 1.24 2.92 0.27
C 0.22 -2.72 -0.67
N -0.45 -2.14 0.19
N -1.14 0.04 0.67
N 2.19 1.67 0.26
H -2.27 -1.87 0.88
H 0.55 -1.71 -2.32
H 0.70 -3.40 -2.77
H -0.89 -2.72 -2.67
H -1.41 1.55 2.19
H -2.71 1.34 0.76
H -2.56 0.17 2.19
H 0.41 2.72 1.04
H 1.98 3.70 0.55
H 0.75 2.89 -0.77
H 2.66 1.55 -0.66
H 1.11 -3.14 -0.21
H -0.26 0.43 0.39
H 3.08 1.81 0.81
*
```

=====

<2>
Formula: C5H14N3
Source: the OMol25 dataset
Level of theory: ωB97M-V with the def2-TZVPD basis set

The calculation puts the molar mass at 116.188 g/mol. For the HOMO energy, the calculation gives -13.25 eV. The gap between HOMO and LUMO is 4.69 eV.

Geometry as ORCA input:
```
! RIJCOSX wB97M-V def2-TZVPD def2/J DEFGRID3
* xyz 1 1
C -1.92 -0.86 -0.36
C -1.06 0.01 0.53
C -0.09 0.98 -0.11
C 0.96 0.44 -1.13
N 1.33 -0.90 -0.80
C 2.24 -1.08 0.20
N 2.56 -0.16 1.01
N -1.16 -1.70 -1.22
H -2.54 -1.43 0.33
H -2.65 -0.34 -0.92
H -1.63 0.56 1.27
H -0.47 -0.74 1.06
H 0.53 1.37 0.71
H -0.63 1.82 -0.54
H 0.61 0.44 -2.14
H 1.86 1.06 -1.09
H -1.00 3.69 1.90
H 2.69 -2.07 0.23
H 3.22 -0.54 1.70
H -0.95 3.29 2.52
H -0.22 -1.52 -1.37
H -1.70 -2.32 -1.78
*
```

=====

<1> wins, 3.924 eV ahead of the next structure.

=====

<1>
Formula: C4H11N2O
Source: the OMol25 dataset
Level of theory: ωB97M-V with the def2-TZVPD basis set

The calculation puts the molar mass at 103.145 g/mol. For the HOMO energy (alpha / beta), the calculation gives -20.54 / -20.47 eV. The gap between HOMO and LUMO (alpha / beta) is 12.29 / 7.08 eV.

Geometry as ORCA input:
```
! RIJCOSX wB97M-V def2-TZVPD def2/J DEFGRID3
* xyz 2 2
N 1.43 1.98 1.28
C 0.26 1.38 0.57
C 0.70 -0.13 0.33
N -0.21 -1.01 -0.23
C -1.65 -0.78 -0.59
C -2.19 -1.43 -1.85
O 1.86 -0.39 0.51
H 1.39 1.60 2.25
H 1.34 3.02 1.24
H 2.34 1.69 0.88
H -0.62 1.51 1.23
H 0.18 1.74 -0.37
H 0.29 -1.78 -0.71
H -2.23 -0.87 0.36
H -1.69 0.34 -0.75
H -1.72 -2.51 -2.05
H -2.14 -0.84 -2.66
H -3.25 -1.80 -1.66
*
```

=====

<2>
Formula: C4H11N2O
Source: the OMol25 dataset
Level of theory: ωB97M-V with the def2-TZVPD basis set

The calculation puts the molar mass at 103.145 g/mol. For the HOMO energy (alpha / beta), the calculation gives -21.79 / -21.81 eV. The gap between HOMO and LUMO (alpha / beta) is 12.13 / 7.50 eV.

Geometry as ORCA input:
```
! RIJCOSX wB97M-V def2-TZVPD def2/J DEFGRID3
* xyz 2 2
O 0.42 -0.58 2.37
C 0.63 0.22 1.51
N 1.80 1.02 1.52
C -0.26 0.30 0.24
N -0.25 -1.12 -0.36
C -1.50 -1.51 -1.12
C 0.17 1.25 -0.85
H 2.47 0.86 2.29
H 1.56 2.02 1.48
H -1.23 0.61 0.63
H -0.20 -1.76 0.43
H 0.57 -1.14 -0.95
H -1.80 -0.65 -1.71
H -2.24 -1.79 -0.38
H -1.36 -2.39 -1.76
H -0.29 2.24 -0.81
H 0.27 0.91 -1.88
H 1.24 1.51 -0.67
*
```

=====

<1> wins, 0.319 eV ahead of the next structure.

=====

<1>
Formula: CH7N3O
Source: the OMol25 dataset
Level of theory: ωB97M-V with the def2-TZVPD basis set

Its SMILES is N=C(N)N.O. The calculation puts the molar mass at 77.087 g/mol. For the HOMO energy, the calculation gives -9.45 eV. The gap between HOMO and LUMO is 10.24 eV.

Geometry as ORCA input:
```
! RIJCOSX wB97M-V def2-TZVPD def2/J DEFGRID3
* xyz 0 1
N -1.28 1.02 -1.50
C -0.39 0.56 -0.73
N 0.71 -0.23 -1.06
N -0.36 0.94 0.62
H -1.39 0.63 -2.43
H 0.51 -0.97 -1.72
H 1.11 -0.66 -0.23
H 0.53 1.42 0.74
H -1.04 1.67 0.83
O 0.84 -1.77 2.00
H 0.42 -0.95 2.26
H 1.68 -2.01 2.40
*
```

=====

<2>
Formula: CH7N3O
Source: the OMol25 dataset
Level of theory: ωB97M-V with the def2-TZVPD basis set

The calculation puts the molar mass at 77.087 g/mol. For the HOMO energy (alpha / beta), the calculation gives -7.78 / -7.78 eV. The gap between HOMO and LUMO (alpha / beta) is 8.34 / 8.35 eV.

Geometry as ORCA input:
```
! RIJCOSX wB97M-V def2-TZVPD def2/J DEFGRID3
* xyz 0 1
C -0.43 0.46 0.12
N -0.72 -0.41 -1.51
N 0.89 0.20 -0.06
N 0.76 1.04 1.64
O -0.69 -1.83 -1.31
H -1.63 -2.06 -1.25
H 0.05 -0.25 -2.16
H 1.06 -0.78 0.19
H 1.31 0.44 2.26
H 1.27 1.90 1.48
H -0.78 1.46 -0.13
H -1.08 -0.17 0.72
*
```

=====

<1> wins, 6.638 eV ahead of the next structure.

=====

<1>
Formula: CH3BrOS
Source: the OMol25 dataset
Level of theory: ωB97M-V with the def2-TZVPD basis set

Its SMILES is OCSBr. The calculation puts the molar mass at 143.005 g/mol. For the HOMO energy, the calculation gives -8.93 eV. The gap between HOMO and LUMO is 8.96 eV.

Geometry as ORCA input:
```
! RIJCOSX wB97M-V def2-TZVPD def2/J DEFGRID3
* xyz 0 1
O -1.51 0.14 -0.65
C -0.47 -0.17 0.22
S 1.37 -1.09 -0.17
Br 2.80 0.47 0.17
H -1.28 0.90 -1.19
H -0.07 0.69 0.74
H -0.85 -0.94 0.89
*
```

=====

<2>
Formula: CH3BrOS
Source: the OMol25 dataset
Level of theory: ωB97M-V with the def2-TZVPD basis set

The calculation puts the molar mass at 143.005 g/mol. For the HOMO energy (alpha / beta), the calculation gives -9.76 / -9.74 eV. The gap between HOMO and LUMO (alpha / beta) is 6.16 / 6.15 eV.

Geometry as ORCA input:
```
! RIJCOSX wB97M-V def2-TZVPD def2/J DEFGRID3
* xyz 0 1
C 1.01 -0.02 -0.02
O -0.04 -0.55 0.75
S -1.26 -1.06 -0.16
Br -3.51 1.27 -0.16
H 0.39 0.72 -0.63
H 1.66 -0.85 -0.39
H 1.75 0.49 0.61
*
```

=====

<1> wins, 2.661 eV ahead of the next structure.